ORCA calculation (ωB97M-V/def2-TZVPD) on a structure of composition C38H32AsIrN8O7SSi.

Atoms and positions in Å:
Ir: 0.719 0.108 -0.282
O: -3.154 -2.463 -2.163
As: -1.869 -2.365 -0.942
O: -2.392 -3.315 0.257
O: -1.912 -0.569 -0.748
C: -0.343 -2.448 -2.134
C: -0.589 -2.391 -3.501
C: 0.480 -2.277 -4.385
C: 1.788 -2.222 -3.920
C: 2.054 -2.259 -2.562
C: 0.991 -2.375 -1.667
S: 1.348 -2.456 0.071
O: 1.611 -3.783 0.498
O: 2.416 -1.451 0.256
O: 0.101 -1.827 0.651
H: -3.757 -3.142 -1.819
H: -1.603 -2.452 -3.867
H: 0.291 -2.228 -5.452
H: 2.606 -2.150 -4.624
H: 3.072 -2.222 -2.188
C: 5.773 1.938 -1.645
N: 4.611 1.634 -0.788
C: 3.319 1.769 -1.031
N: 2.622 1.400 0.044
C: 3.595 0.994 0.923
N: 4.805 1.127 0.460
C: 5.843 1.124 -2.916
C: 6.986 0.380 -3.168
C: 7.094 -0.329 -4.372
C: 6.080 -0.315 -5.303
C: 4.906 0.436 -5.060
C: 4.817 1.163 -3.852
C: 3.822 0.440 -5.973
N: 3.685 -0.209 -7.122
N: 2.429 0.001 -7.568
C: 1.814 0.782 -6.688
O: 2.660 1.102 -5.645
C: 0.467 1.216 -6.654
C: -0.441 0.934 -7.702
C: -1.753 1.342 -7.605
C: -2.226 2.017 -6.470
C: -1.343 2.301 -5.435
C: -1.868 3.019 -4.202
N: -1.040 2.756 -3.018
C: -0.716 1.569 -2.553
N: 0.174 1.718 -1.583
C: 0.357 3.071 -1.494
N: -0.361 3.733 -2.360
C: -0.010 1.929 -5.531
H: 6.635 1.734 -1.025
H: 5.758 3.001 -1.877
H: 2.904 2.198 -1.930
H: 3.386 0.619 1.913
H: 7.791 0.349 -2.440
H: 7.993 -0.902 -4.569
H: 6.158 -0.870 -6.231
H: 3.932 1.771 -3.701
H: -0.080 0.393 -8.570
H: -2.440 1.131 -8.418
H: -3.271 2.309 -6.393
H: -2.884 2.693 -3.984
H: -1.877 4.097 -4.331
H: -1.103 0.635 -2.935
H: 1.023 3.543 -0.785
H: 0.707 2.180 -4.756
C: -3.183 4.587 0.858
C: -4.117 4.205 -0.097
C: -4.146 2.893 -0.554
C: -3.233 1.943 -0.080
C: -2.304 2.349 0.883
C: -2.279 3.656 1.355
Si: -3.451 0.175 -0.640
C: -4.523 -0.668 0.606
C: -5.482 -1.613 0.235
C: -6.240 -2.269 1.193
C: -6.043 -1.993 2.540
C: -5.099 -1.047 2.926
C: -4.349 -0.387 1.963
H: -3.164 5.609 1.220
H: -4.826 4.931 -0.481
H: -4.892 2.597 -1.289
H: -1.590 1.633 1.276
H: -1.555 3.948 2.110
H: -4.038 0.188 -1.992
H: -5.646 -1.830 -0.816
H: -6.984 -2.999 0.895
H: -6.625 -2.515 3.290
H: -4.954 -0.822 3.975
H: -3.625 0.361 2.275

spin multiplicity	5
HOMO-LUMO gap (alpha / beta)	3.4931 / 4.5543	eV